# 1
Density functional theory data (wB97M-V/def2-TZVPD) for a structure of composition C40H38BrMoN4O5Te.

energy relative to the best compared isomer or geometry (same formula, charge and spin)	1.6	kcal per mole
spin multiplicity	2
E_tot	-137473.946	eV
HOMO level (spin up / spin down)	-13.364 / -13.017	eV
LUMO level (spin up / spin down)	-6.158 / -6.126	eV
gap between HOMO and LUMO (spin up / spin down)	7.21 / 6.89	eV
total charge	+2

Last column: Löwdin charge in e.
Positions of all 90 atoms, in Å:
Mo  1.445  -0.232  1.451  1.62
C  3.712  2.051  5.261  -0.02
C  2.504  1.653  4.463  -0.27
C  2.161  2.308  3.291  -0.03
C  0.994  1.978  2.585  -0.15
C  0.142  0.968  3.063  -0.21
C  0.542  0.242  4.200  -0.07
C  1.688  0.599  4.889  -0.03
H  4.400  2.658  4.675  0.09
H  4.243  1.175  5.633  0.08
H  3.410  2.640  6.129  0.10
H  2.787  3.111  2.921  0.13
H  0.702  2.584  1.734  0.11
H  -0.844  0.826  2.644  0.08
H  -0.090  -0.553  4.573  0.12
H  1.954  0.060  5.791  0.13
O  4.977  -1.071  -3.225  0.16
C  4.601  -2.249  -2.761  -0.49
O  4.944  -3.293  -3.237  0.15
C  3.672  -2.253  -1.581  -0.02
C  3.180  -3.413  -1.018  0.05
N  2.363  -3.057  -0.013  0.07
N  2.302  -1.733  0.120  -0.04
C  3.098  -1.226  -0.819  -0.13
C  3.185  0.258  -0.853  -0.53
O  3.874  0.854  -1.650  0.13
O  2.404  0.819  0.039  -0.22
H  4.617  -0.308  -2.725  0.07
H  3.361  -4.439  -1.292  0.16
H  1.798  -3.652  0.578  0.18
C  -3.459  0.158  -6.690  -0.02
C  -2.867  0.318  -5.322  -0.23
C  -1.507  0.560  -5.148  0.01
C  -0.955  0.732  -3.890  -0.31
C  0.525  1.009  -3.771  -0.08
C  -1.802  0.636  -2.770  -0.34
Te  -0.893  1.364  -1.016  1.92
N  -0.290  -0.125  0.142  -0.35
C  -0.768  -1.277  0.595  -0.55
O  -0.071  -1.688  1.604  -0.16
C  -1.835  -2.131  0.065  -0.19
C  -2.690  -2.772  0.963  -0.01
C  -3.684  -3.606  0.487  -0.04
C  -3.802  -3.838  -0.879  -0.04
C  -2.923  -3.235  -1.770  -0.05
C  -1.944  -2.375  -1.302  -0.04
C  -2.499  2.094  0.130  -0.39
C  -3.014  1.367  1.198  -0.14
C  -4.036  1.900  1.958  -0.05
C  -4.539  3.157  1.637  -0.03
C  -4.029  3.863  0.564  -0.02
C  -2.994  3.350  -0.221  -0.30
C  -2.507  4.130  -1.412  -0.05
C  -3.165  0.327  -2.903  -0.28
C  -4.105  0.073  -1.755  -0.03
C  -3.666  0.191  -4.190  0.01
H  -2.740  0.399  -7.470  0.09
H  -4.330  0.803  -6.810  0.09
H  -3.793  -0.869  -6.841  0.10
H  -0.862  0.625  -6.016  0.13
H  1.044  0.681  -4.670  0.10
H  0.986  0.479  -2.931  0.04
H  0.733  2.075  -3.650  0.09
H  -2.574  -2.601  2.026  0.12
H  -4.361  -4.088  1.179  0.12
H  -4.570  -4.506  -1.247  0.12
H  -2.997  -3.441  -2.829  0.12
H  -1.245  -1.927  -1.993  0.11
H  -2.654  0.365  1.404  0.09
H  -4.450  1.338  2.784  0.12
H  -5.340  3.582  2.226  0.12
H  -4.434  4.837  0.318  0.13
H  -2.509  5.198  -1.201  0.10
H  -3.158  3.962  -2.272  0.10
H  -1.488  3.868  -1.715  0.04
H  -3.589  -0.146  -0.828  0.04
H  -4.726  -0.791  -1.986  0.09
H  -4.770  0.924  -1.593  0.10
H  -4.718  -0.043  -4.310  0.14
Br  7.262  -1.830  4.763  0.87
C  5.668  -1.380  3.895  -0.67
C  5.617  -0.293  3.033  -0.07
C  4.418  0.007  2.420  -0.11
N  3.297  -0.701  2.626  -0.08
C  3.360  -1.753  3.456  -0.12
C  4.516  -2.127  4.106  -0.07
H  6.494  0.307  2.840  0.12
H  4.345  0.846  1.739  0.12
H  2.439  -2.303  3.610  0.12
H  4.520  -2.982  4.767  0.12

Forces on the atoms, in the same order (eV/Å):
Mo 0.3 -0.3 0.6
C 0.0 0.0 0.0
C 0.1 0.1 0.0
C 0.0 0.0 0.0
C 0.0 -0.1 -0.1
C -0.1 -0.1 -0.2
C 0.0 -0.1 -0.1
C 0.0 0.0 0.0
H 0.0 0.0 0.0
H 0.0 0.0 0.0
H 0.0 0.0 0.0
H 0.0 0.0 0.0
H 0.0 0.0 0.1
H 0.0 0.1 0.1
H 0.0 0.0 0.0
H 0.0 0.0 0.0
O 0.2 0.0 -0.2
C -0.1 -0.1 0.1
O 0.0 0.0 0.0
C 0.1 0.1 0.0
C -0.1 0.0 0.0
N -0.1 -0.1 0.1
N 0.0 0.3 0.1
C 0.0 -0.2 -0.1
C 0.0 -0.3 -0.2
O -0.1 0.1 0.1
O -0.1 0.2 0.1
H 0.0 0.0 0.1
H 0.0 0.0 0.0
H 0.1 0.1 0.0
C 0.0 0.0 0.0
C 0.1 0.0 0.0
C -0.1 0.0 -0.1
C 0.2 0.1 0.2
C 0.0 0.0 0.0
C -0.1 0.1 0.0
Te -0.2 0.0 -0.3
N -0.1 0.0 0.2
C 0.4 0.0 0.1
O 0.1 0.1 -0.2
C -0.1 -0.1 0.0
C 0.0 0.1 0.0
C 0.0 0.0 0.0
C 0.0 0.0 0.0
C 0.0 0.0 0.0
C 0.1 0.0 0.0
C -0.1 0.0 -0.1
C 0.1 -0.2 -0.1
C 0.0 0.0 0.0
C 0.0 0.0 0.0
C 0.0 0.0 0.0
C 0.1 0.0 0.0
C 0.0 0.0 0.0
C 0.0 -0.1 0.2
C 0.0 0.1 -0.1
C 0.1 0.0 0.0
H 0.0 0.0 0.0
H 0.0 0.0 0.0
H 0.0 0.0 0.0
H 0.0 0.0 0.0
H 0.0 0.0 0.0
H 0.0 0.0 0.0
H 0.0 0.0 0.0
H 0.0 0.0 0.0
H 0.0 0.0 0.0
H 0.0 0.0 0.0
H 0.0 0.0 0.0
H 0.0 0.1 0.0
H 0.0 0.1 0.1
H 0.0 0.0 0.0
H 0.0 0.0 0.0
H 0.0 0.0 0.0
H 0.0 0.0 0.0
H 0.0 0.0 0.0
H 0.0 0.1 0.0
H 0.0 0.0 0.1
H 0.0 0.0 0.0
H 0.0 0.0 0.0
H 0.0 0.0 0.0
Br -0.1 0.0 -0.1
C 0.1 0.0 0.0
C 0.1 0.0 0.0
C 0.0 0.0 0.0
N -0.2 0.0 -0.3
C 0.0 0.0 0.0
C 0.0 -0.1 0.0
H 0.0 0.0 0.0
H 0.0 0.0 0.0
H 0.0 0.0 0.0
H 0.0 0.0 0.0

# 2
Density functional theory data (wB97M-V/def2-TZVPD) for a structure of composition C40H38F6IrN6O4S3 in a non-equilibrium geometry.

energy relative to the best compared isomer or geometry (same formula, charge and spin)	41.2	kcal per mole
E_tot	-110873.495	eV
HOMO level (spin up / spin down)	-10.142 / -10.143	eV
LUMO level (spin up / spin down)	-3.741 / -3.742	eV
gap between HOMO and LUMO (spin up / spin down)	6.40 / 6.40	eV
total charge	+1

Last column: Löwdin charge in e.
Positions of all 98 atoms, in Å:
Ir  -0.841  -1.109  0.892  1.05
S  1.386  -1.404  1.217  0.82
C  2.060  -0.677  -0.122  -0.59
N  3.353  -0.629  -0.397  -0.08
C  3.812  -0.069  -1.663  -0.07
C  2.816  -0.431  -2.736  -0.07
N  1.505  0.086  -2.342  -0.05
C  0.656  0.653  -3.399  -0.09
C  1.185  1.987  -3.853  -0.22
C  1.813  2.113  -5.085  -0.05
C  2.335  3.336  -5.484  -0.07
C  2.232  4.436  -4.649  -0.07
C  1.600  4.317  -3.418  -0.07
C  1.077  3.098  -3.021  -0.03
C  1.142  0.017  -1.088  -0.61
S  -0.255  0.717  -0.435  0.79
C  4.377  -1.121  0.533  -0.10
C  5.147  -2.263  -0.076  -0.23
C  6.503  -2.151  -0.343  -0.05
C  7.192  -3.212  -0.917  -0.07
C  6.522  -4.382  -1.231  -0.07
C  5.161  -4.496  -0.971  -0.06
C  4.476  -3.442  -0.392  -0.03
H  4.784  -0.508  -1.890  0.14
H  3.924  1.016  -1.571  0.15
H  2.738  -1.516  -2.852  0.14
H  3.087  0.016  -3.689  0.14
H  -0.352  0.719  -2.990  0.11
H  0.662  -0.074  -4.213  0.14
H  1.881  1.256  -5.745  0.12
H  2.817  3.428  -6.448  0.11
H  2.637  5.390  -4.958  0.11
H  1.508  5.178  -2.771  0.11
H  0.574  3.010  -2.065  0.09
H  3.868  -1.434  1.443  0.09
H  5.032  -0.283  0.783  0.14
H  7.029  -1.236  -0.098  0.12
H  8.250  -3.120  -1.120  0.11
H  7.058  -5.209  -1.674  0.11
H  4.636  -5.409  -1.215  0.11
H  3.416  -3.535  -0.187  0.10
N  -6.867  4.537  1.141  0.12
C  -6.201  3.359  0.942  -0.31
C  -5.181  3.268  -0.014  -0.04
C  -4.490  2.085  -0.189  -0.07
C  -4.813  0.975  0.582  -0.30
C  -5.825  1.049  1.532  -0.05
C  -6.512  2.229  1.713  -0.02
S  -3.906  -0.506  0.383  0.61
O  -3.188  -0.390  -0.862  -0.36
O  -4.741  -1.645  0.628  -0.27
N  -2.696  -0.475  1.542  -0.24
C  -2.743  -1.426  2.572  -0.48
N  -1.613  -2.177  2.480  -0.06
C  -1.381  -3.097  3.402  -0.07
C  -2.306  -3.277  4.419  -0.01
C  -3.440  -2.478  4.407  -0.07
N  -3.669  -1.533  3.490  0.18
H  -6.791  5.264  0.452  0.10
H  -7.706  4.539  1.692  0.10
H  -4.944  4.129  -0.626  0.12
H  -3.712  2.009  -0.935  0.11
H  -6.073  0.177  2.123  0.12
H  -7.304  2.284  2.447  0.12
H  -0.479  -3.687  3.306  0.13
H  -2.153  -4.022  5.185  0.11
H  -4.200  -2.598  5.170  0.12
C  1.391  1.313  4.569  0.00
C  0.252  1.304  3.589  -0.38
O  -0.236  0.241  3.233  -0.03
C  -0.263  2.595  3.063  -0.16
C  -1.475  2.608  2.372  -0.03
C  -1.969  3.796  1.865  -0.05
C  -1.253  4.976  2.034  -0.06
C  -0.051  4.971  2.725  -0.07
C  0.441  3.784  3.245  -0.03
H  1.577  0.298  4.910  0.09
H  1.170  1.960  5.417  0.10
H  2.291  1.703  4.091  0.09
H  -2.031  1.688  2.252  0.08
H  -2.917  3.803  1.344  0.09
H  -1.639  5.903  1.633  0.11
H  0.499  5.891  2.870  0.11
H  1.375  3.791  3.790  0.11
C  -2.076  -3.180  -2.138  0.04
C  -0.856  -3.341  -1.235  -0.41
O  -0.352  -2.147  -0.751  -0.37
C  0.333  -3.870  -2.077  -0.55
F  1.411  -4.166  -1.338  0.15
F  0.025  -4.950  -2.796  0.18
F  0.726  -2.918  -2.952  0.14
C  -1.193  -4.347  -0.116  -0.57
F  -1.396  -5.578  -0.595  0.18
F  -2.315  -3.982  0.515  0.15
F  -0.226  -4.431  0.813  0.13
H  -1.793  -2.620  -3.027  0.10
H  -2.834  -2.612  -1.606  0.07
H  -2.483  -4.143  -2.442  0.11

Forces on the atoms, in the same order (eV/Å):
Ir 1.2 1.3 1.1
S 0.7 -0.2 0.3
C 0.1 -0.1 -0.4
N -0.1 0.0 0.2
C 0.0 0.0 -0.1
C 0.0 -0.1 0.0
N -0.1 0.1 0.3
C -0.1 -0.1 0.0
C 0.0 0.0 0.0
C 0.0 0.0 0.0
C 0.0 0.0 0.0
C 0.0 0.0 0.0
C 0.0 0.0 0.0
C 0.0 0.0 0.0
C 0.0 -0.1 -0.2
S -0.2 0.1 -0.5
C 0.0 -0.1 0.0
C 0.0 0.0 0.0
C 0.0 0.0 0.0
C 0.0 0.0 0.0
C 0.0 0.0 0.0
C 0.0 0.0 0.0
C 0.0 0.0 0.0
H 0.0 0.0 0.0
H 0.0 0.0 -0.1
H 0.1 0.0 0.0
H 0.0 0.0 0.0
H 0.0 0.0 -0.1
H 0.0 0.0 0.0
H 0.0 0.0 0.0
H 0.0 0.0 0.0
H 0.0 0.0 0.0
H 0.0 0.0 0.0
H 0.0 0.0 0.0
H 0.1 0.0 0.0
H 0.0 0.0 0.0
H 0.0 0.0 0.0
H 0.0 0.0 0.0
H 0.0 0.0 0.0
H 0.0 0.0 0.0
H 0.0 0.0 0.0
N 0.0 0.2 0.1
C 0.0 -0.1 0.0
C 0.0 -0.1 0.0
C -0.1 0.0 0.0
C 0.1 0.0 0.2
C 0.0 0.0 0.1
C 0.0 0.0 0.0
S 0.1 0.3 -0.1
O -0.3 0.1 0.0
O 0.0 0.0 0.1
N -0.6 -0.8 -0.4
C 0.0 0.2 -0.3
N -0.7 -0.3 0.0
C -0.1 0.0 0.1
C 0.0 0.0 0.0
C 0.0 -0.1 0.0
N 0.1 0.0 0.0
H 0.0 0.0 0.0
H 0.0 0.0 0.0
H 0.0 0.0 0.0
H 0.0 0.0 0.0
H 0.0 0.0 0.0
H 0.0 0.0 0.0
H 0.0 0.0 0.0
H 0.0 0.0 0.0
H 0.0 0.0 0.0
C 0.0 0.0 0.0
C -0.1 0.1 -0.1
O -0.1 -0.2 -0.1
C 0.0 0.0 0.0
C 0.0 0.0 0.0
C 0.0 0.0 0.0
C 0.0 0.0 0.0
C 0.0 0.0 0.0
C 0.0 0.0 0.0
H 0.0 0.0 0.0
H 0.0 0.0 0.0
H 0.0 0.0 0.0
H 0.0 0.0 0.0
H 0.0 0.0 0.0
H 0.0 0.0 0.0
H 0.0 0.0 0.0
H 0.0 0.0 0.0
C 0.0 0.0 0.0
C 0.1 0.0 0.0
O -0.3 0.0 0.1
C -0.2 -0.1 -0.1
F 0.0 0.0 0.1
F 0.0 0.0 0.0
F 0.0 0.1 -0.1
C -0.1 -0.1 -0.1
F 0.1 -0.1 0.0
F -0.1 0.0 0.0
F 0.1 0.0 0.1
H 0.0 0.0 0.0
H 0.0 0.0 0.0
H 0.0 0.0 0.0

# 3
Density functional theory data (wB97M-V/def2-TZVPD) for a structure of composition C40H38N4O6P2PbS3 in a non-equilibrium geometry.

energy relative to the best compared isomer or geometry (same formula, charge and spin)	52.8	kcal per mole
E_tot	-116673.586	eV
HOMO level	-7.956	eV
LUMO level	0.256	eV
gap between HOMO and LUMO	8.21	eV
total charge	0

Last column: Löwdin charge in e.
Positions of all 94 atoms, in Å:
Pb  -0.221  0.265  0.806  1.27
C  1.422  -0.124  5.148  0.02
C  1.235  0.489  3.737  -0.49
N  0.013  0.147  3.115  -0.15
N  -1.078  0.352  3.961  -0.02
C  -2.331  0.292  3.570  -0.85
N  -3.283  0.411  4.555  0.09
S  -2.814  0.048  1.965  0.61
C  2.393  0.028  2.843  -0.24
C  3.699  0.324  3.220  0.00
C  4.737  -0.131  2.433  -0.04
C  4.451  -0.874  1.294  -0.05
C  3.126  -1.103  0.985  -0.13
N  2.120  -0.661  1.744  0.03
H  0.550  -0.707  5.441  0.08
H  1.600  0.653  5.891  0.09
H  2.271  -0.802  5.164  0.09
H  -0.886  0.569  4.929  0.14
H  -3.053  0.997  5.344  0.09
H  -4.209  0.570  4.192  0.08
H  3.883  0.921  4.103  0.13
H  5.762  0.089  2.701  0.11
H  5.235  -1.257  0.656  0.11
H  2.839  -1.656  0.098  0.10
C  -1.735  -1.194  -2.554  -0.40
C  -1.861  -2.557  -1.848  -0.39
P  -0.456  -2.800  -0.654  0.99
C  -1.252  -3.241  0.935  -0.44
C  -0.430  -3.153  2.060  -0.14
C  -0.929  -3.408  3.328  -0.08
C  -2.262  -3.754  3.492  -0.08
C  -3.085  -3.858  2.380  -0.08
C  -2.584  -3.604  1.112  -0.10
C  0.283  -4.412  -1.145  -0.36
C  1.073  -4.448  -2.296  -0.12
C  1.667  -5.630  -2.711  -0.09
C  1.493  -6.794  -1.975  -0.09
C  0.723  -6.765  -0.824  -0.09
C  0.123  -5.583  -0.410  -0.09
P  -0.141  -1.026  -3.506  1.06
C  -0.725  -0.566  -5.182  -0.38
C  -1.899  0.134  -5.462  -0.11
C  -2.269  0.407  -6.770  -0.08
C  -1.469  -0.015  -7.823  -0.09
C  -0.295  -0.704  -7.560  -0.09
C  0.069  -0.979  -6.250  -0.11
C  0.536  0.541  -2.854  -0.40
C  1.694  0.433  -2.084  -0.17
C  2.261  1.551  -1.484  -0.10
C  1.674  2.796  -1.655  -0.08
C  0.537  2.919  -2.441  -0.07
C  -0.027  1.802  -3.036  -0.08
H  -1.794  -0.393  -1.814  0.05
H  -2.572  -1.062  -3.242  0.07
H  -1.869  -3.377  -2.568  0.08
H  -2.805  -2.584  -1.303  0.06
H  0.607  -2.860  1.944  0.09
H  -0.275  -3.327  4.188  0.10
H  -2.660  -3.937  4.481  0.10
H  -4.124  -4.137  2.498  0.11
H  -3.251  -3.694  0.265  0.10
H  1.215  -3.544  -2.874  0.05
H  2.269  -5.639  -3.610  0.10
H  1.960  -7.717  -2.295  0.10
H  0.580  -7.667  -0.242  0.10
H  -0.475  -5.583  0.493  0.10
H  -2.537  0.479  -4.657  0.10
H  -3.182  0.953  -6.966  0.10
H  -1.763  0.191  -8.843  0.10
H  0.337  -1.034  -8.375  0.10
H  0.983  -1.526  -6.049  0.09
H  2.158  -0.540  -1.969  0.08
H  3.142  1.447  -0.862  0.10
H  2.086  3.664  -1.160  0.11
H  0.073  3.888  -2.567  0.12
H  -0.919  1.917  -3.641  0.10
O  -2.052  4.790  0.075  -0.28
S  -1.124  3.862  0.658  0.44
O  -1.192  2.515  0.073  -0.49
O  0.230  4.357  0.859  -0.34
C  -1.560  3.630  2.368  -0.23
C  -2.843  3.885  2.827  -0.04
C  -3.085  3.955  4.189  -0.07
C  -2.042  3.775  5.089  -0.08
C  -0.767  3.476  4.635  -0.06
C  -0.534  3.384  3.267  -0.22
S  1.163  2.996  2.773  0.69
O  2.017  4.093  3.055  -0.21
O  1.423  1.957  3.994  -0.25
O  1.388  2.141  1.632  -0.38
H  -3.625  4.074  2.104  0.12
H  -4.079  4.186  4.550  0.11
H  -2.217  3.881  6.152  0.11
H  0.045  3.331  5.333  0.12

Forces on the atoms, in the same order (eV/Å):
Pb -0.2 0.2 -0.2
C 0.0 0.1 0.1
C -0.1 -0.5 -0.1
N 0.1 0.3 0.1
N 0.0 0.0 0.0
C 0.0 0.0 0.0
N 0.0 0.0 0.0
S 0.1 -0.1 0.0
C 0.1 0.1 0.1
C 0.0 0.0 0.0
C 0.0 0.0 0.0
C 0.0 0.0 0.0
C 0.0 0.0 0.0
N -0.1 0.0 0.1
H 0.0 0.0 0.0
H 0.0 0.0 0.0
H 0.0 0.0 0.0
H 0.0 0.0 0.0
H 0.0 0.0 0.0
H 0.0 0.0 0.0
H 0.0 0.0 0.0
H 0.0 0.0 0.0
H 0.0 0.0 0.0
H 0.0 0.0 0.0
C -0.1 -0.1 0.0
C 0.1 0.1 0.0
P 0.1 -0.2 0.0
C 0.0 0.1 0.0
C 0.0 0.1 0.0
C 0.0 0.0 0.0
C 0.0 0.0 0.0
C 0.0 0.0 0.0
C 0.0 -0.1 0.0
C -0.1 0.0 0.0
C 0.0 0.0 0.0
C 0.0 0.0 0.0
C 0.0 0.0 0.0
C 0.0 0.0 0.0
C 0.0 0.0 0.0
P 0.0 -0.1 0.0
C -0.1 0.0 0.0
C 0.0 0.0 0.0
C 0.0 0.0 0.0
C 0.0 0.0 0.0
C 0.0 0.0 0.0
C 0.0 0.0 0.0
C 0.1 0.0 0.0
C 0.1 0.0 0.0
C -0.1 0.0 0.1
C 0.0 0.0 0.0
C 0.0 0.0 0.0
C 0.0 0.0 0.0
H 0.0 0.1 -0.1
H 0.0 0.0 0.1
H 0.0 0.0 0.0
H 0.0 0.0 0.0
H 0.0 0.0 0.0
H 0.0 0.0 0.0
H 0.0 0.0 0.0
H 0.0 0.0 0.0
H 0.0 0.0 0.0
H 0.0 0.0 0.0
H 0.0 0.0 0.0
H 0.0 0.0 0.0
H 0.0 0.0 0.0
H 0.0 0.0 0.0
H 0.0 0.0 0.0
H 0.0 0.0 0.0
H 0.0 0.0 0.0
H 0.0 0.0 0.0
H 0.0 0.0 0.0
H 0.0 0.0 0.0
H 0.0 0.0 0.0
H 0.0 0.0 0.0
H 0.0 0.0 0.0
H 0.0 0.0 0.0
O -0.2 -0.1 0.0
S 0.3 0.2 0.2
O 0.0 -0.3 0.0
O -0.1 0.2 -0.6
C -0.1 0.2 0.0
C 0.0 0.0 0.1
C 0.0 0.0 -0.1
C 0.1 0.0 0.1
C 0.0 0.0 0.0
C 0.0 0.0 -0.3
S 0.4 -0.9 1.2
O -0.1 0.1 -0.1
O 0.1 0.1 0.0
O -0.3 0.5 -0.5
H 0.0 0.0 0.0
H 0.0 0.0 0.0
H 0.0 0.0 0.0
H 0.0 0.0 0.0